DFT (ωB97M-V with the def2-TZVPD basis set) results for a structure of composition C16H8Cl3IrN6O2S2 in a non-equilibrium geometry.

Atoms and positions in Å:
Ir: -0.16373 0.28665 0.47915
S: -1.46088 0.87884 -1.10200
C: -0.45101 1.27360 -2.49518
C: -0.90072 1.29131 -3.80127
C: -0.01977 1.65963 -4.81389
C: -0.48709 1.63489 -6.17895
N: -0.86328 1.60127 -7.26430
C: 1.29526 2.02858 -4.50279
C: 1.73592 2.01738 -3.18395
C: 0.86311 1.62368 -2.18202
S: 1.27980 1.59883 -0.48097
C: 2.22363 2.41379 -5.54062
N: 2.97548 2.71007 -6.35726
H: -1.91687 1.01510 -4.05149
H: 2.75468 2.30118 -2.95591
N: -3.18721 -2.64835 1.85367
C: -4.09509 -2.06553 0.98941
C: -3.45586 -1.00564 0.42985
N: -2.18173 -0.91509 0.94669
C: -2.05919 -1.91248 1.78050
C: -0.73560 -2.15147 2.30406
N: 0.28856 -1.52721 1.74968
C: 1.40209 -1.96417 2.46215
C: 1.02172 -2.85070 3.40997
N: -0.34704 -2.96237 3.29814
H: -3.33210 -3.49076 2.38133
H: -5.08713 -2.45683 0.84795
H: -3.82606 -0.30538 -0.29841
H: 2.38879 -1.63047 2.21278
H: 1.58711 -3.39987 4.14160
H: -0.94599 -3.49025 3.90755
Cl: 2.38784 0.64943 4.95620
C: 2.52443 1.77129 3.56539
Cl: 4.22222 2.04594 3.19754
Cl: 1.75814 3.30760 3.98157
C: 1.81567 1.05873 2.37748
O: 0.55680 1.30626 2.27716
O: 2.43511 0.30254 1.65919

Forces on the atoms, in the same order (eV/Å):
-2.101 -0.301 1.685
-0.276 -0.401 -1.706
-0.154 0.120 0.484
-0.004 0.156 -0.203
-0.473 -0.157 -0.275
0.201 0.011 0.173
-0.034 0.009 0.049
0.461 0.143 0.125
0.066 0.157 -0.387
-0.336 0.017 0.891
1.986 0.433 -1.304
-0.183 -0.116 0.087
-0.033 0.011 0.056
0.013 0.019 0.016
-0.015 -0.018 0.024
-0.171 0.110 -0.109
0.062 -0.118 0.063
0.094 0.227 0.128
-0.124 0.126 0.152
0.406 -0.112 0.053
-0.290 0.093 -0.227
0.579 0.195 0.567
-0.013 -0.085 -0.559
-0.114 -0.083 0.040
0.060 -0.110 0.151
0.004 -0.010 -0.013
0.032 0.016 0.037
0.001 -0.011 0.030
-0.010 -0.003 0.030
-0.016 0.019 -0.032
-0.020 -0.008 -0.012
0.000 0.028 -0.079
-0.076 0.067 0.073
0.015 -0.036 -0.009
0.007 -0.087 -0.033
-0.672 0.187 -0.002
0.153 -0.769 -0.378
0.974 0.281 0.414

Output
total energy: -3374.83858 a.u.
frontier orbital gap (spin up / spin down): 6.508 / 6.508 eV
LUMO level (spin up / spin down): -0.04576 / -0.04574 Eh
net charge: 0